(1)
This record from the Open Molecules 2025 dataset describes 12 unconnected molecules or ions with the total composition C11H39NO18 in a non-equilibrium geometry. The level of theory is ωB97M-V/def2-TZVPD.

The highest occupied orbital energy is -0.3630 Eh. The LUMO energy is -1.03 eV. The SMILES is C=CC(=O)OCCCCCCOC(=O)OCON=O.O.O.O.O.O.O.O.O.O.O.O. The calculation puts the orbital gap at 8.85 eV.

Structure (XYZ):
```
69
Properties=species:S:1:pos:R:3:forces:R:3
C 4.110 0.732 3.522 -1.08 0.10 -0.66
C 2.958 0.743 2.842 1.31 -0.14 0.23
C 2.331 1.957 2.291 -1.90 1.85 1.19
O 1.587 2.635 3.006 1.48 -1.41 -1.71
O 2.469 2.246 0.966 -0.41 -0.12 0.17
C 3.720 2.845 0.616 0.35 -0.12 -0.05
C 4.260 2.364 -0.721 0.22 -0.33 -0.07
C 3.711 1.049 -1.262 0.18 0.30 0.29
C 4.274 -0.122 -0.475 -0.14 -0.08 -0.50
C 3.587 -1.481 -0.649 0.01 0.33 0.82
C 2.098 -1.541 -0.878 0.54 -0.03 -0.79
O 1.370 -0.753 0.070 -0.79 -0.22 0.24
C 0.054 -0.936 -0.002 -0.64 -0.72 -1.02
O -0.558 -1.598 -0.829 1.20 0.90 1.55
O -0.574 -0.310 1.041 0.28 -0.21 0.00
C -1.086 0.962 0.790 -0.56 -0.16 -0.32
O -1.695 0.909 -0.506 -0.02 -0.19 -0.04
N -2.595 2.026 -0.693 -0.08 0.30 0.25
O -3.687 1.667 -0.574 -0.21 0.19 -0.21
H 4.347 -0.131 4.113 0.49 -0.38 -0.14
H 4.775 1.573 3.478 0.08 0.36 0.53
H 2.424 -0.176 2.685 -0.55 -0.16 0.32
H 4.444 2.635 1.391 0.21 -0.18 0.28
H 3.602 3.919 0.584 -0.25 0.35 0.12
H 4.186 3.134 -1.475 -0.24 0.29 -0.18
H 5.320 2.200 -0.561 0.42 0.12 -0.08
H 4.047 0.999 -2.289 -0.18 -0.21 -0.42
H 2.632 1.070 -1.237 -0.38 -0.02 -0.09
H 5.289 -0.264 -0.826 0.44 0.02 0.10
H 4.367 0.156 0.564 -0.23 -0.06 0.42
H 3.804 -2.060 0.242 0.15 -0.28 0.20
H 4.053 -2.000 -1.474 -0.02 -0.28 -0.36
H 1.856 -1.205 -1.877 -0.21 0.30 -0.26
H 1.768 -2.567 -0.823 -0.21 -0.32 0.16
H -1.842 1.145 1.540 -0.19 -0.05 0.30
H -0.349 1.737 0.819 0.79 0.38 -0.05
O -3.952 -1.083 -1.870 -0.09 0.09 -0.05
H -3.460 -0.381 -1.428 0.01 -0.17 -0.07
H -3.856 -1.849 -1.294 0.07 -0.16 0.13
O -6.273 -2.259 -3.063 0.02 -0.01 -0.04
H -6.062 -2.646 -3.918 0.02 0.07 -0.08
H -5.494 -1.727 -2.838 -0.06 0.04 0.08
O -3.160 -2.590 0.646 -0.39 0.10 0.05
H -2.374 -2.293 0.184 0.58 0.10 -0.14
H -3.547 -1.788 1.026 -0.08 0.04 0.07
O -0.918 2.970 -3.711 0.00 0.11 -0.03
H -1.809 3.318 -3.829 -0.06 -0.03 -0.01
H -0.908 2.647 -2.806 0.07 -0.07 0.05
O 6.895 2.169 1.925 -0.02 0.02 0.01
H 7.152 1.789 2.769 0.00 -0.07 0.02
H 7.587 2.808 1.730 0.02 0.04 -0.05
O -2.782 2.193 -5.875 0.03 0.13 -0.07
H -2.873 1.308 -6.235 -0.06 -0.07 0.01
H -1.833 2.307 -5.750 0.04 -0.08 0.09
O 0.862 -1.532 3.905 -0.19 0.03 -0.16
H 0.004 -1.175 3.628 0.04 -0.03 0.01
H 0.675 -1.988 4.729 0.03 -0.03 0.08
O -5.053 -0.581 1.810 0.10 0.02 0.05
H -5.678 -0.845 1.126 0.00 0.02 -0.13
H -5.539 -0.695 2.632 -0.04 -0.06 0.03
O -7.258 -2.638 -5.996 0.03 -0.10 0.02
H -7.527 -1.716 -5.982 0.04 0.08 0.02
H -7.762 -3.038 -5.280 -0.08 -0.02 0.01
O -3.029 -3.938 3.197 -0.10 0.04 0.20
H -2.104 -4.088 3.406 0.07 -0.03 -0.01
H -3.007 -3.320 2.451 0.05 -0.24 -0.14
O -2.293 -1.032 3.835 0.20 0.24 0.06
H -3.136 -0.669 3.549 -0.03 0.00 -0.14
H -2.496 -1.492 4.654 -0.06 -0.16 -0.03
```
Forces are in eV/Å.


(2)
This record from the Open Molecules 2025 dataset describes 7 unconnected molecules or ions with the total composition CH15NO6 in a non-equilibrium geometry. The level of theory is ωB97M-V/def2-TZVPD.

The value obtained for the energy above the lowest of the compared OMol25 structures with the same formula, charge and spin is 1027.2 kJ/mol. The highest occupied orbital energy is -0.3559 Eh. The LUMO energy is -6.32 eV. The calculation puts the orbital gap at 3.36 eV.

Structure (XYZ):
```
23
Properties=species:S:1:pos:R:3:forces:R:3
C 1.686 1.358 -0.487 -0.48 -2.70 -4.32
N 0.736 1.763 -1.625 3.29 2.29 2.04
H 2.816 1.244 -0.846 -2.50 0.34 0.65
H 1.217 0.373 -0.309 1.09 0.39 0.71
H 1.570 1.985 0.338 -0.03 1.33 1.45
H -2.683 1.833 0.484 -0.68 0.67 0.03
H -0.199 1.494 -1.433 -1.26 -0.34 -0.01
O -1.874 1.336 0.494 1.24 -0.21 -0.65
H 1.616 -1.789 0.265 -0.70 -0.26 0.86
H 0.793 -2.562 1.489 -0.09 -1.57 0.36
O 0.953 -1.739 1.079 0.79 1.94 -1.29
H 2.317 -2.489 -1.537 0.69 -1.62 -0.82
H 0.182 -1.320 -1.482 1.58 -0.67 0.63
O 2.008 -1.692 -1.163 -0.90 1.66 1.01
H -1.082 0.906 1.873 0.47 -0.21 1.53
H -0.266 -0.118 2.747 0.50 -0.82 -0.27
O -0.774 0.676 2.817 -0.79 1.18 -1.09
H -2.334 -0.046 0.510 -0.28 0.40 0.25
H -3.270 -1.267 1.067 -1.23 0.01 0.83
O -2.516 -1.019 0.576 1.47 -0.98 -1.25
H 0.904 2.769 -1.901 -0.66 -1.64 -0.09
H -1.216 -0.801 -1.129 -0.81 -0.21 1.01
O -0.583 -0.894 -1.827 -0.72 1.02 -1.60
```
Forces are in eV/Å.


(3)
This record from the Open Molecules 2025 dataset describes a molecular structure, C6H27O15Zn in a non-equilibrium geometry. The level of theory is ωB97M-V/def2-TZVPD.

The highest occupied orbital energy is -0.1631 Eh. The LUMO energy is 1.74 eV. As for the total charge: -1. The calculation puts the orbital gap at 6.18 eV.

Structure (XYZ):
```
49
Properties=species:S:1:pos:R:3:forces:R:3
Zn -2.129 0.304 0.466 0.36 -0.81 -0.31
C -5.638 -1.754 -0.117 2.30 0.40 -0.59
C -4.361 -0.827 -0.124 0.45 -2.01 -1.33
O -3.510 -0.797 -1.071 -1.73 0.02 0.24
O -4.053 -0.306 0.955 0.06 1.56 2.11
H -5.247 -2.716 0.216 0.23 -0.16 -0.02
H -5.852 -1.900 -1.176 -1.03 0.12 0.30
H -6.373 -1.508 0.649 -0.22 0.51 -0.73
C 3.156 2.364 1.403 0.48 0.49 0.11
C 3.232 3.063 2.758 1.03 -1.47 2.35
O 4.007 2.550 3.627 -0.31 -0.17 -1.19
O 2.530 4.049 2.976 -1.46 1.38 -0.63
H 3.057 1.284 1.516 0.02 0.07 -0.13
H 4.138 2.623 1.006 0.03 -0.40 -0.54
H 2.386 2.815 0.778 -0.07 -0.18 -0.12
C 1.615 -0.218 -1.203 -1.16 1.51 0.73
C 0.231 0.298 -0.641 1.00 -1.78 1.29
O 0.077 0.622 0.568 0.83 0.73 0.13
O -0.825 0.105 -1.271 -1.31 0.12 -2.04
H 1.867 -1.119 -0.644 -0.05 0.03 -0.15
H 2.346 0.548 -0.944 0.20 -0.15 -0.01
H 1.610 -0.395 -2.279 -0.17 -0.06 0.44
O -1.559 -1.864 -3.297 0.31 -0.53 -0.62
H -1.293 -1.281 -2.586 0.02 0.57 0.69
H -2.474 -1.638 -3.464 -0.22 0.06 0.10
O 3.472 -2.904 -3.582 0.59 -0.30 0.26
H 3.715 -3.633 -4.153 0.12 -0.16 -0.06
H 2.752 -2.470 -4.040 -0.69 0.39 -0.08
O -0.251 3.118 2.615 -1.26 -0.50 0.09
H 0.124 2.867 3.460 0.58 0.33 0.30
H 0.504 3.201 2.033 0.69 0.28 -0.04
O -1.594 -1.630 1.154 0.16 -0.47 0.15
H -2.066 -2.202 1.760 -0.39 0.10 0.20
H -0.850 -2.155 0.860 0.37 0.10 -0.25
O 1.162 -1.520 -4.300 0.53 -0.01 -0.32
H 0.257 -1.761 -4.106 -0.76 -0.24 0.13
H 1.183 -0.568 -4.208 -0.01 0.39 -0.14
O 0.652 0.051 3.351 -0.29 -0.41 0.51
H 1.524 0.396 3.543 0.51 0.17 0.10
H 0.307 0.633 2.674 0.00 0.06 -0.58
O -2.123 1.093 2.419 -0.49 -0.21 -0.08
H -1.556 1.843 2.595 1.07 1.10 -0.25
H -2.469 0.845 3.276 -0.35 -0.43 -0.05
O 0.720 2.143 -3.465 0.12 -0.08 -0.36
H -0.096 1.935 -3.010 -0.34 -0.20 0.18
H 1.290 2.500 -2.784 0.21 0.12 0.18
O 2.459 -2.067 2.149 0.25 -0.41 -0.03
H 2.354 -2.220 1.209 0.13 -0.01 -0.22
H 1.591 -1.795 2.446 -0.35 0.54 0.30
```
Forces are in eV/Å.